This record from OMol25 describes a 8-piece molecular cluster, C24H64O8 overall in a non-equilibrium geometry. The level of theory is the ωB97M-V functional and the def2-TZVPD basis.

Summary:
- SMILES = CC(C)O.CC(C)O.CC(C)O.CC(C)O.CC(C)O.CC(C)O.CC(C)O.CC(C)O
- HOMO (eV) = -9.99
- charge = 0
- frontier orbital gap (hartree) = 0.3743
- total energy (eV) = -42302.282
- multiplicity = 1
- LUMO (eV) = 0.20

Each line ends with the Mulliken charge.
Geometry (Å):
C: -14.61 16.21 -16.73  -1.108
C: -15.73 15.16 -16.67  0.444
C: -16.93 15.75 -15.91  -1.345
O: -15.94 14.91 -18.15  -0.550
H: -14.85 17.05 -17.38  0.300
H: -13.70 15.77 -17.15  0.362
H: -14.56 16.56 -15.70  0.333
H: -15.60 14.22 -16.15  0.243
H: -17.06 16.82 -16.03  0.319
H: -16.65 15.69 -14.85  0.351
H: -17.91 15.29 -16.04  0.340
H: -15.23 14.30 -18.33  0.312
C: -12.65 13.18 -11.77  -1.286
C: -12.22 13.12 -10.37  0.690
C: -12.27 14.35 -9.52  -1.240
O: -13.03 12.16 -9.75  -0.539
H: -12.61 12.15 -12.14  0.311
H: -11.95 13.69 -12.44  0.378
H: -13.61 13.62 -12.03  0.285
H: -11.17 12.84 -10.35  0.124
H: -11.81 14.15 -8.55  0.363
H: -13.30 14.69 -9.45  0.276
H: -11.77 15.14 -10.09  0.331
H: -12.66 11.90 -8.90  0.309
C: -18.12 -1.95 -10.51  -1.326
C: -17.15 -0.91 -11.14  0.527
C: -17.42 0.46 -10.39  -1.209
O: -15.76 -1.26 -10.86  -0.541
H: -18.25 -2.89 -11.04  0.356
H: -19.10 -1.48 -10.55  0.347
H: -17.81 -2.15 -9.48  0.387
H: -17.34 -0.83 -12.21  0.186
H: -16.77 1.29 -10.66  0.288
H: -17.17 0.28 -9.34  0.319
H: -18.46 0.78 -10.34  0.361
H: -15.68 -2.21 -10.81  0.306
C: -18.05 14.04 -9.73  -1.362
C: -18.29 15.36 -8.96  0.771
C: -17.96 16.59 -9.78  -1.237
O: -19.69 15.41 -8.70  -0.543
H: -17.33 14.17 -10.54  0.198
H: -18.92 13.54 -10.15  0.398
H: -17.66 13.24 -9.09  0.358
H: -17.75 15.36 -8.02  0.199
H: -17.70 17.26 -8.96  0.315
H: -18.77 16.94 -10.43  0.297
H: -17.06 16.48 -10.38  0.328
H: -20.10 14.55 -8.83  0.277
C: -21.88 8.28 -17.88  -1.204
C: -22.79 9.51 -17.93  0.502
C: -22.00 10.79 -17.69  -1.267
O: -23.35 9.70 -19.22  -0.530
H: -21.50 8.16 -16.87  0.288
H: -21.02 8.53 -18.50  0.335
H: -22.30 7.36 -18.26  0.380
H: -23.53 9.46 -17.12  0.195
H: -20.99 10.82 -18.10  0.305
H: -21.85 11.04 -16.64  0.342
H: -22.53 11.61 -18.18  0.334
H: -23.70 8.83 -19.42  0.319
C: -14.26 3.61 -15.11  -1.080
C: -13.09 3.61 -14.10  0.544
C: -11.98 2.75 -14.52  -1.337
O: -12.59 4.94 -13.98  -0.537
H: -15.02 4.17 -14.57  0.242
H: -14.61 2.60 -15.30  0.322
H: -13.92 4.04 -16.05  0.298
H: -13.51 3.21 -13.18  0.223
H: -11.43 3.26 -15.32  0.349
H: -12.29 1.73 -14.76  0.365
H: -11.35 2.65 -13.64  0.305
H: -13.25 5.39 -13.44  0.303
C: -21.79 4.84 -6.13  -1.371
C: -21.85 3.54 -5.42  0.684
C: -21.62 3.53 -3.91  -1.266
O: -23.13 3.04 -5.74  -0.526
H: -22.62 5.51 -5.91  0.346
H: -21.66 4.74 -7.21  0.308
H: -20.97 5.41 -5.69  0.363
H: -21.08 2.97 -5.93  0.127
H: -22.32 4.28 -3.54  0.347
H: -20.62 3.81 -3.57  0.319
H: -21.89 2.62 -3.38  0.366
H: -23.25 2.29 -5.16  0.303
C: -17.19 8.98 -13.69  -1.194
C: -17.04 8.48 -12.29  0.637
C: -17.75 7.16 -11.91  -1.240
O: -15.66 8.28 -12.08  -0.513
H: -18.22 9.03 -14.04  0.343
H: -16.76 8.34 -14.46  0.308
H: -16.97 10.04 -13.77  0.320
H: -17.53 9.16 -11.60  0.146
H: -18.83 7.15 -12.08  0.363
H: -17.69 6.92 -10.85  0.322
H: -17.33 6.32 -12.46  0.227
H: -15.25 9.08 -11.75  0.283